{
  "formula": "C4H8NO3",
  "method": "wB97M-V/def2-TZVPD",
  "species": ["C", "C", "O", "N", "H", "H", "H", "H", "H", "C", "C", "O", "O", "H", "H", "H"],
  "positions_angstrom": [[1.5857, -0.5454, -1.3156], [1.8696, -0.9989, 0.0945], [2.6696, -1.8925, 0.3458], [1.1336, -0.3750, 1.0253], [1.1674, -0.5606, 2.0132], [0.5938, 0.5120, 0.8275], [0.9467, 0.3338, -1.3655], [0.9885, -1.3126, -1.8092], [2.5120, -0.3659, -1.8567], [-2.1996, 0.1844, 0.5233], [-1.6136, 1.5259, 0.0437], [-2.4247, 2.2984, -0.5045], [-0.3699, 1.7105, 0.1746], [-1.8054, -0.0866, 1.5044], [-1.7749, -0.5632, -0.1508], [-3.2790, 0.1357, 0.4500]],
  "forces_ev_per_a": [[-0.4, 0.2, -0.3], [-0.1, 0.0, 0.5], [0.2, -0.3, -0.1], [-0.8, 1.4, 0.4], [0.6, -0.7, -0.1], [0.0, -0.6, -0.6], [0.2, 0.3, 0.3], [0.3, -0.3, -0.1], [0.0, -0.2, 0.0], [1.0, -0.2, -0.2], [-0.8, 0.5, -0.5], [0.2, -0.1, 0.2], [0.0, -0.1, 0.3], [-0.3, 0.1, 0.1], [-0.1, -0.2, -0.1], [-0.1, 0.2, 0.2]],
  "gap_ha": 0.3128,
  "total_energy_ev": -11913.1153,
  "relative_energy_kj_mol": 17.2,
  "charge": -1,
  "e_homo_ev": -4.633,
  "lumo_energy_ev": 3.88
}